Molecular formula: C99H216ClN9
Method: DFT, wB97M-V/def2-TZVPD

## Properties
Highest occupied orbital energy ... -13.86 eV
LUMO energy ... -12.61 eV
Max |F| ... 8.979 eV/Å
Net charge ... +8

Last column: Löwdin charge in e.
Positions of all 325 atoms, in Å:
C -8.673 2.634 -2.094  -0.09
C -10.107 3.224 -1.807  -0.22
C -10.668 3.779 -3.151  -0.18
C -12.041 4.418 -2.899  -0.09
N -12.518 5.432 -3.932  -0.24
C -13.885 6.019 -3.601  -0.08
C -13.603 6.929 -2.442  -0.15
C -12.247 7.561 -2.777  -0.11
C -11.652 6.637 -3.872  -0.08
C -12.541 4.842 -5.273  -0.16
C -13.160 3.473 -5.343  -0.21
C -13.480 3.159 -6.866  -0.06
H -8.071 3.352 -2.665  0.07
H -8.788 1.707 -2.616  0.06
H -8.182 2.540 -1.133  0.06
H -9.940 4.021 -1.091  0.11
H -10.694 2.460 -1.369  0.10
H -10.704 2.949 -3.856  0.11
H -9.893 4.472 -3.519  0.11
H -12.012 4.858 -1.895  0.14
H -12.706 3.580 -2.930  0.12
H -14.333 6.442 -4.538  0.16
H -14.585 5.202 -3.229  0.16
H -14.403 7.600 -2.137  0.14
H -13.468 6.297 -1.566  0.11
H -12.366 8.617 -3.106  0.14
H -11.717 7.627 -1.850  0.11
H -11.730 7.153 -4.810  0.13
H -10.611 6.294 -3.723  0.13
H -11.516 4.787 -5.596  0.14
H -13.063 5.601 -5.878  0.15
H -14.036 3.300 -4.782  0.10
H -12.439 2.737 -4.992  0.09
H -14.425 3.700 -7.116  0.09
H -13.671 2.106 -7.032  0.07
H -12.642 3.566 -7.496  0.09
C 6.265 -7.470 6.566  -0.10
C 7.522 -7.427 7.029  -0.10
C 8.833 -6.987 6.229  -0.05
C 9.062 -5.852 4.994  -0.05
N 9.632 -4.466 5.412  -0.21
C 10.740 -4.545 6.537  -0.06
C 10.721 -3.149 7.149  -0.15
C 9.228 -2.798 7.163  -0.16
C 8.553 -3.630 6.117  -0.12
C 10.156 -3.719 4.166  -0.03
C 11.430 -4.317 3.373  -0.21
C 11.766 -4.074 2.112  -0.18
H 6.055 -6.609 7.329  0.17
H 5.435 -8.082 6.992  0.11
H 6.028 -6.928 5.613  0.11
H 6.353 -10.877 4.802  -0.27
H 7.880 -7.572 7.878  0.04
H 8.993 -7.989 5.724  0.14
H 9.726 -6.712 6.762  0.07
H 8.199 -5.702 4.348  0.12
H 9.880 -6.339 4.446  0.11
H 11.661 -4.895 6.121  0.13
H 10.423 -5.193 7.323  0.11
H 11.235 -2.513 6.426  0.11
H 11.216 -3.075 8.163  0.16
H 9.102 -1.692 7.000  0.14
H 8.824 -3.283 8.120  0.15
H 8.169 -2.958 5.343  0.13
H 7.859 -4.320 6.604  0.13
H 10.247 -2.679 4.553  0.14
H 9.303 -3.770 3.452  0.14
H 11.290 -5.271 2.477  0.23
H 12.364 -4.453 3.875  0.13
H 13.461 -2.559 1.752  0.04
H 11.013 -3.790 1.423  0.07
H 12.819 -4.207 1.722  0.00
C -7.866 -2.192 -9.491  -0.10
C -6.690 -1.463 -8.866  -0.27
C -5.725 -0.883 -9.857  -0.21
C -4.789 0.202 -9.331  -0.15
N -3.687 0.574 -10.272  -0.18
C -2.701 -0.620 -10.548  -0.07
C -2.515 -0.589 -12.052  -0.12
C -3.915 -0.151 -12.554  -0.12
C -4.346 0.977 -11.640  -0.06
C -2.920 1.775 -9.632  -0.13
C -2.520 1.594 -8.168  -0.25
C -1.296 2.462 -7.889  -0.11
H -8.428 -1.531 -10.243  0.11
H -8.559 -2.469 -8.677  0.08
H -7.656 -3.100 -10.040  0.07
H -6.232 -2.118 -8.146  0.11
H -7.017 -0.564 -8.314  0.12
H -6.353 -0.429 -10.613  0.11
H -5.106 -1.648 -10.355  0.12
H -4.359 -0.194 -8.414  0.12
H -5.374 1.061 -8.987  0.15
H -1.816 -0.396 -9.950  0.12
H -3.098 -1.559 -10.173  0.12
H -1.770 0.147 -12.345  0.12
H -2.140 -1.540 -12.437  0.13
H -3.915 0.312 -13.541  0.14
H -4.620 -0.939 -12.536  0.11
H -3.930 2.013 -11.839  0.15
H -5.369 1.139 -11.482  0.10
H -3.609 2.638 -9.765  0.14
H -2.028 2.031 -10.277  0.15
H -2.335 0.535 -7.974  0.10
H -3.367 1.929 -7.505  0.13
H -0.352 2.127 -8.366  0.09
H -1.002 2.579 -6.861  0.06
H -1.410 3.489 -8.309  0.10
C 3.210 9.062 1.865  -0.10
C 4.117 9.718 2.977  -0.21
C 5.081 10.793 2.448  -0.20
C 5.922 10.283 1.327  -0.21
N 7.043 11.133 0.910  -0.19
C 7.913 10.436 -0.194  -0.07
C 9.232 10.065 0.422  -0.15
C 9.376 11.176 1.452  -0.13
C 7.973 11.249 2.093  -0.10
C 6.429 12.499 0.368  -0.10
C 5.386 12.324 -0.644  -0.25
C 5.349 13.642 -1.473  -0.05
H 2.374 8.525 2.277  0.05
H 3.744 8.347 1.138  0.08
H 2.843 9.845 1.178  0.08
H 4.706 8.971 3.520  0.11
H 3.465 10.208 3.693  0.11
H 5.639 11.218 3.301  0.13
H 4.522 11.593 1.957  0.11
H 5.232 10.274 0.440  0.12
H 6.293 9.236 1.506  0.16
H 8.049 11.137 -1.022  0.14
H 7.366 9.541 -0.422  0.12
H 10.039 10.137 -0.319  0.14
H 9.375 9.071 0.779  0.11
H 9.653 12.180 1.093  0.13
H 10.101 10.984 2.250  0.13
H 7.853 12.201 2.607  0.14
H 7.881 10.452 2.765  0.12
H 7.355 12.956 0.033  0.14
H 6.112 13.008 1.306  0.15
H 4.431 11.956 -0.327  0.10
H 5.700 11.503 -1.312  0.12
H 6.142 13.608 -2.213  0.09
H 5.464 14.472 -0.801  0.07
H 4.341 13.805 -1.949  0.11
C -0.180 -7.877 1.782  -0.08
C -0.432 -9.215 1.047  -0.24
C -0.915 -8.878 -0.354  -0.20
C -1.476 -10.138 -1.019  -0.13
N -1.957 -10.011 -2.438  -0.23
C -0.747 -9.664 -3.302  -0.11
C -0.800 -10.501 -4.529  -0.15
C -1.261 -11.798 -3.897  -0.12
C -2.281 -11.377 -2.815  -0.13
C -3.171 -9.084 -2.489  -0.08
C -3.567 -8.621 -3.926  -0.20
C -4.747 -7.631 -3.831  -0.08
H 0.367 -7.281 1.061  0.06
H 0.541 -7.966 2.602  0.09
H -1.103 -7.364 1.959  0.05
H -1.146 -9.834 1.535  0.10
H 0.459 -9.838 1.013  0.12
H -0.064 -8.407 -0.869  0.12
H -1.622 -8.078 -0.199  0.10
H -2.351 -10.474 -0.430  0.15
H -0.743 -10.938 -0.997  0.14
H -0.704 -8.547 -3.422  0.15
H 0.063 -9.923 -2.643  0.12
H -1.508 -10.167 -5.274  0.11
H 0.133 -10.655 -5.117  0.15
H -1.794 -12.517 -4.544  0.14
H -0.431 -12.267 -3.342  0.13
H -3.312 -11.288 -3.184  0.14
H -2.307 -12.163 -2.049  0.15
H -2.850 -8.192 -2.008  0.10
H -3.885 -9.623 -1.839  0.16
H -3.750 -9.411 -4.656  0.12
H -2.707 -8.074 -4.262  0.09
H -5.001 -7.330 -4.825  0.07
H -4.513 -6.780 -3.187  0.08
H -5.671 -8.112 -3.405  0.10
C 3.351 -7.063 -8.930  -0.10
C 4.044 -5.706 -9.193  -0.25
C 4.889 -5.341 -7.978  -0.20
C 5.027 -3.809 -7.899  -0.13
N 5.826 -3.218 -6.757  -0.19
C 5.916 -1.712 -7.040  -0.07
C 7.403 -1.399 -7.304  -0.15
C 8.101 -2.694 -7.531  -0.14
C 7.286 -3.660 -6.678  -0.07
C 5.190 -3.501 -5.383  -0.13
C 3.689 -3.429 -5.221  -0.22
C 3.207 -4.184 -3.927  -0.07
H 2.854 -7.094 -7.965  0.06
H 4.216 -7.794 -8.975  0.10
H 2.707 -7.406 -9.747  0.08
H 3.271 -4.919 -9.221  0.11
H 4.641 -5.766 -10.139  0.14
H 5.810 -5.935 -7.820  0.13
H 4.261 -5.563 -7.113  0.09
H 3.998 -3.394 -7.752  0.13
H 5.341 -3.445 -8.894  0.15
H 5.546 -1.188 -6.202  0.11
H 5.335 -1.478 -7.944  0.14
H 7.851 -0.843 -6.428  0.14
H 7.446 -0.653 -8.044  0.11
H 9.139 -2.684 -7.354  0.12
H 8.030 -2.912 -8.604  0.14
H 7.605 -3.611 -5.623  0.14
H 7.376 -4.696 -7.012  0.13
H 5.729 -2.841 -4.720  0.13
H 5.556 -4.484 -5.131  0.13
H 3.139 -4.015 -5.958  0.09
H 3.403 -2.371 -5.339  0.12
H 2.152 -4.060 -3.688  0.08
H 3.780 -3.870 -3.037  0.08
H 3.397 -5.226 -4.149  0.07
C 3.578 5.358 10.011  -0.03
C 3.792 5.378 11.461  -0.11
C 2.405 4.169 11.428  -0.11
C 2.191 3.925 12.928  -0.14
N 1.205 2.805 13.526  -0.08
C 1.113 2.908 15.061  -0.12
C -0.241 2.829 15.427  -0.10
C -1.030 2.814 14.314  -0.12
C -0.279 3.102 13.096  -0.10
C 1.508 1.316 12.914  -0.12
C 2.834 0.914 12.791  -0.13
C 3.397 -0.413 12.856  -0.08
H 3.298 6.240 9.389  0.07
H 3.832 4.431 9.359  0.10
H 9.686 12.437 9.622  0.01
H 3.491 6.439 11.965  0.18
H 4.668 4.699 11.727  0.13
H 2.856 3.380 10.842  0.08
H 1.420 4.545 11.092  0.12
H 1.931 4.823 13.426  0.11
H 3.168 3.650 13.386  0.12
H 1.797 2.388 15.660  0.13
H 1.366 4.017 15.294  0.17
H -4.853 -2.077 15.974  0.07
H -0.633 2.617 16.488  0.15
H -2.132 2.890 14.087  0.10
H -2.865 4.156 15.909  0.08
H -0.594 2.343 12.359  0.13
H -0.436 4.032 12.702  0.10
H 1.054 1.122 11.957  0.08
H 0.936 0.624 13.490  0.15
H 4.291 -0.289 13.805  0.21
H 3.652 1.751 12.881  0.15
H 0.597 -0.126 9.205  -0.38
H 2.748 -1.314 12.759  0.10
H 4.174 -0.581 12.073  0.09
C 3.506 4.579 0.859  -0.10
C 2.221 4.900 1.681  -0.25
C 1.303 3.701 1.890  -0.17
C 0.980 3.007 0.524  -0.10
N 0.048 1.794 0.620  -0.20
C -0.058 1.213 -0.801  -0.14
C -1.159 1.975 -1.398  -0.16
C -2.181 2.086 -0.247  -0.13
C -1.372 2.252 1.055  -0.04
C 0.598 0.764 1.469  -0.25
C 1.904 0.175 1.279  -0.26
C 2.106 -0.919 2.316  -0.08
H 3.278 4.814 -0.192  0.08
H 3.858 3.535 0.953  0.07
H 4.395 5.139 1.203  0.07
H 1.742 5.788 1.215  0.11
H 2.507 5.267 2.681  0.11
H 0.367 3.974 2.423  0.12
H 1.831 2.954 2.488  0.11
H 1.858 2.605 0.017  0.11
H 0.511 3.708 -0.203  0.15
H -0.223 0.127 -0.705  0.07
H 0.846 1.396 -1.409  0.14
H -1.667 1.369 -2.152  0.13
H -0.795 2.880 -1.873  0.11
H -2.767 1.161 -0.240  0.08
H -2.813 2.956 -0.328  0.11
H -1.609 1.525 1.814  0.12
H -1.323 3.237 1.539  0.13
H -0.105 -0.041 1.425  0.08
H 0.457 1.092 2.496  0.15
H 2.687 0.905 1.477  0.11
H 2.064 -0.219 0.252  0.14
H 1.285 -1.657 2.151  0.09
H 2.006 -0.571 3.358  0.09
H 3.071 -1.444 2.137  0.09
C -5.109 1.836 2.479  -0.10
C -4.856 0.475 1.821  -0.25
C -5.134 -0.755 2.703  -0.18
C -4.965 -2.044 1.962  -0.20
N -5.204 -3.321 2.705  -0.22
C -4.206 -3.339 3.876  -0.07
C -3.965 -4.870 4.095  -0.11
C -3.761 -5.291 2.626  -0.14
C -4.834 -4.506 1.813  -0.05
C -6.625 -3.368 3.229  -0.13
C -7.690 -3.165 2.142  -0.21
C -9.073 -3.777 2.669  -0.07
H -6.133 2.177 2.538  0.08
H -4.504 2.556 1.922  0.06
H -4.710 1.863 3.472  0.06
H -3.820 0.376 1.456  0.07
H -5.549 0.530 0.936  0.13
H -6.139 -0.732 3.151  0.12
H -4.469 -0.630 3.563  0.12
H -3.968 -2.145 1.593  0.00
H -5.608 -2.099 1.028  0.16
H -4.634 -2.814 4.761  0.15
H -3.302 -2.846 3.528  0.13
H -4.862 -5.356 4.488  0.12
H -3.153 -4.994 4.747  0.10
H -3.925 -6.357 2.531  0.11
H -2.785 -5.077 2.210  0.11
H -5.710 -5.133 1.735  0.13
H -4.451 -4.133 0.879  0.12
H -6.777 -2.622 4.005  0.13
H -6.690 -4.365 3.655  0.13
H -7.432 -3.692 1.225  0.10
H -7.913 -2.120 1.881  0.11
H -9.759 -3.697 1.813  0.08
H -9.459 -3.258 3.582  0.09
H -8.982 -4.828 2.914  0.07
Cl -1.967 -1.804 0.085  -0.43

Molecular formula: C9H10
Method: DFT, wB97M-V/def2-TZVPD

## Properties
Highest occupied orbital energy ... -8.99 eV
SMILES string ... C#CC(=C)/C=C/C1CC1
LUMO energy ... 0.89 eV
ΔE to the lowest compared entry with this formula, charge and spin ... 551.50 kJ/mol
Max |F| ... 6.144 eV/Å

Last column: natural (NBO) charge in e.
Positions of all 19 atoms, in Å:
C 2.228 1.597 -0.214  -0.34
C 1.768 0.333 0.026  -0.15
C 0.354 -0.182 -0.074  -0.20
C -0.372 0.191 1.029  -0.17
C -1.872 -0.111 0.679  -0.28
C -2.496 0.427 -0.535  -0.43
C -2.315 -1.108 -0.240  -0.42
C 2.887 -0.633 0.164  -0.03
C 3.920 -1.240 -0.028  -0.25
H 1.563 2.494 -0.591  0.21
H 3.334 1.937 0.117  0.22
H -0.117 -0.877 -1.041  0.25
H -0.192 1.057 1.630  0.23
H -2.661 0.078 1.555  0.21
H -3.574 0.621 -0.391  0.21
H -2.145 1.023 -1.389  0.23
H -3.335 -1.693 0.166  0.22
H -1.656 -1.842 -0.869  0.23
H 4.681 -2.072 0.006  0.25

Molecular formula: C9H10AgN3Se
Method: DFT, wB97M-V/def2-TZVPD

## Properties
Highest occupied orbital energy ... -7.17 eV
LUMO energy ... 0.12 eV
ΔE to the lowest compared entry with this formula, charge and spin ... 0.00 kJ/mol
Max |F| ... 0.288 eV/Å

Last column: natural (NBO) charge in e.
Positions of all 24 atoms, in Å:
Ag -1.038 0.110 2.285  0.56
Se -2.053 1.548 3.979  -0.35
C -2.497 3.136 3.041  -0.13
C -3.028 4.213 3.752  -0.30
C -3.358 5.376 3.078  0.04
N -3.203 5.551 1.767  -0.44
C -2.697 4.524 1.095  0.04
C -2.334 3.317 1.671  -0.30
H -3.183 4.150 4.821  0.22
H -3.770 6.215 3.628  0.19
H -2.571 4.665 0.026  0.18
H -1.930 2.528 1.047  0.20
C -1.450 -3.216 2.664  -0.67
C -0.412 -2.796 1.689  0.39
N -0.212 -1.571 1.243  -0.57
C 0.869 -1.626 0.393  -0.08
C 1.322 -2.903 0.320  -0.10
N 0.496 -3.632 1.145  -0.50
H -2.279 -2.510 2.647  0.26
H -1.042 -3.232 3.675  0.24
H -1.829 -4.209 2.427  0.23
H 1.232 -0.753 -0.118  0.23
H 2.122 -3.352 -0.238  0.23
H 0.550 -4.621 1.319  0.43

Molecular formula: C9H10AsF6MgN5S2
Method: DFT, wB97M-V/def2-TZVPD

## Properties
Expectation value of S² ... 0.758
Spin multiplicity ... 2
Highest occupied orbital energy (spin up / spin down) ... -12.65 / -13.33 eV
LUMO energy (spin up / spin down) ... -4.40 / -6.43 eV
ΔE to the lowest compared entry with this formula, charge and spin ... 0.00 kJ/mol
Max |F| ... 0.246 eV/Å
Net charge ... +1

Last column: Löwdin spin population.
Positions of all 34 atoms, in Å:
Mg 0.277 -0.624 -1.262  0.00
C -0.929 2.152 1.951  0.00
C -0.387 1.062 1.088  0.00
N -0.870 0.737 -0.054  0.00
N -1.942 1.422 -0.547  0.03
C -2.254 1.352 -1.855  0.04
N -3.290 2.071 -2.265  0.03
S -1.401 0.397 -2.982  0.25
C 0.810 0.276 1.499  0.00
C 1.298 0.299 2.790  0.00
C 2.416 -0.471 3.098  0.00
C 3.007 -1.227 2.107  0.00
C 2.454 -1.202 0.834  0.00
N 1.385 -0.470 0.536  0.00
H -1.191 3.023 1.348  0.00
H -0.185 2.490 2.665  0.00
H -1.808 1.811 2.504  0.00
H -2.410 2.089 0.051  0.00
H -3.871 2.607 -1.640  0.00
H -3.533 2.059 -3.243  0.00
H 0.819 0.889 3.556  0.00
H 2.811 -0.474 4.104  0.00
H 3.875 -1.839 2.303  0.00
H 2.869 -1.799 0.033  0.00
F 0.987 -2.155 -2.244  0.00
As -0.057 -3.589 -1.638  0.00
F -1.103 -4.714 -0.941  0.00
F -1.077 -3.270 -2.966  0.00
F -0.898 -2.197 -0.792  0.00
F 0.920 -4.656 -2.508  0.00
F 1.008 -3.590 -0.285  0.00
S 1.248 1.449 -2.680  0.50
C 0.720 2.646 -1.644  0.04
N 0.301 3.448 -0.922  0.11

DFT total energy list, top to bottom, in eV: -131974.6950; -9487.7067; -83311.5903; -121204.7888